The following is a DFT calculation (the ωB97M-V functional and the def2-TZVPD basis) of the molecule C4H12N2O at a distorted geometry.

```
19
Properties=species:S:1:pos:R:3:forces:R:3:lowdin_charge:R:1
C -2.564 0.818 0.405 0.33 0.65 0.23 -0.20
H 0.710 0.631 1.070 0.41 -0.17 -0.25 0.13
O 2.720 -1.092 1.020 -0.24 0.22 0.23 -0.06
H -2.581 1.199 -0.621 0.12 0.01 0.11 0.06
H -0.061 2.059 -0.831 -0.09 -0.10 0.07 0.08
H -1.444 -0.445 1.563 0.34 0.24 -0.27 0.07
H -0.326 0.625 -1.842 0.04 -0.01 0.05 0.08
N 0.355 -1.200 0.134 6.53 -0.19 -1.55 0.01
H 2.186 -1.619 1.633 0.20 0.06 -0.12 0.10
C 2.077 -1.163 -0.203 -2.17 -2.80 0.18 -0.21
H -3.507 0.268 0.532 0.27 -0.08 0.04 0.07
H -0.136 -1.519 -0.701 0.20 -0.02 0.06 0.10
H 1.318 1.177 -1.437 -0.15 -0.10 0.03 0.07
C 0.299 1.053 -1.055 0.11 0.00 0.07 -0.07
H -2.589 1.671 1.099 -0.21 0.19 -0.18 0.06
C 0.267 0.182 0.182 -6.43 1.24 1.70 -0.39
H 2.180 -2.144 -0.672 0.22 -0.14 0.03 0.10
H 2.521 -0.455 -0.903 -0.63 0.49 0.32 0.10
N -1.424 -0.045 0.627 1.15 0.51 -0.76 -0.10
```
Positions in Å, forces in eV/Å.

**Total charge**: 0
**Spin multiplicity**: 1
**Frontier orbital gap**: 0.332 Eh
**E_LUMO**: 1.025 eV
**Structure (SMILES)**: CN[C@H](C)NCO
**E_HOMO**: -8.002 eV

***

The following is a DFT calculation (the ωB97M-V functional and the def2-TZVPD basis) of a 2-piece molecular cluster, C9H17N4O2 overall at a distorted geometry.

```
32
Properties=species:S:1:pos:R:3:forces:R:3:lowdin_charge:R:1
C -1.536 -1.421 -0.272 -3.78 3.26 -0.48 0.14
N -2.335 -1.662 0.743 1.45 -1.90 0.94 0.06
O -0.197 1.890 1.528 0.11 -0.09 0.08 0.07
H -4.133 0.063 -1.142 0.18 -0.33 -0.08 0.14
C -3.542 -0.845 0.789 -0.78 -0.03 -0.15 -0.09
H 3.318 1.298 0.788 -0.01 0.12 -0.04 0.14
C 1.372 1.189 -0.043 -0.45 0.48 0.72 -0.20
H -2.166 -2.386 1.421 0.16 0.00 0.12 0.16
H 2.179 -1.153 -2.310 -0.12 -0.14 -0.05 0.12
H -1.074 2.349 1.419 0.33 -0.19 -0.51 0.12
N 0.149 1.558 0.250 -0.16 0.60 0.04 -0.10
H -3.201 1.148 -0.099 -0.18 -0.90 -0.22 0.10
H 3.155 -0.907 1.867 -0.04 -0.12 0.04 0.12
H 2.692 1.158 -1.677 -0.01 0.08 0.00 0.14
H -1.802 -0.151 -1.891 0.26 0.18 0.06 0.16
C 1.850 -0.800 -1.335 0.55 0.55 -0.26 -0.17
C 2.332 0.904 1.034 0.01 -0.61 0.57 -0.10
N -2.076 -0.381 -0.951 2.18 -2.74 -0.92 0.04
H 1.461 -1.056 1.388 -0.08 -0.03 0.10 0.11
H 2.892 -2.287 -0.198 0.15 -0.04 -0.03 0.12
H -4.432 -1.469 0.673 0.17 -0.04 0.09 0.13
O -1.824 2.298 -0.275 -1.00 1.40 1.13 -0.14
H -3.613 -0.321 1.746 0.18 -0.06 -0.14 0.14
C 1.720 0.747 -1.399 -0.27 -0.60 -0.54 -0.10
H 3.843 -0.837 -0.512 0.04 0.00 -0.06 0.13
N -0.827 1.728 -0.720 1.66 -0.16 -1.23 -0.09
C 2.429 -0.645 1.098 0.46 0.41 0.06 -0.17
H 0.869 -1.231 -1.118 -0.14 -0.13 -0.01 0.08
C -3.329 0.085 -0.405 -0.76 1.22 0.73 -0.12
H 0.975 1.037 -2.136 0.13 0.12 0.02 0.11
C 2.846 -1.199 -0.255 -0.33 -0.38 0.14 -0.19
H 2.006 1.300 1.994 0.10 0.08 -0.12 0.12
```
Positions in Å, forces in eV/Å.

**Total charge**: +1
**Spin multiplicity**: 3
**Frontier orbital gap (spin up / spin down)**: 0.245 / 0.191 Eh
**E_LUMO (spin up / spin down)**: -3.500 / -7.369 eV
**E_HOMO (spin up / spin down)**: -10.156 / -12.571 eV

***

The following is a DFT calculation (the ωB97M-V functional and the def2-TZVPD basis) of C24H47AlClCsF6IN5Na2O7S2 as an isolated structure at a distorted geometry.

```
97
Properties=species:S:1:pos:R:3:forces:R:3:lowdin_charge:R:1
H 0.505 -1.228 4.097 -0.68 1.63 0.62 0.11
F 4.300 -1.099 0.142 0.03 0.62 -0.93 -0.27
H 4.778 2.828 5.346 -1.51 -0.80 -0.07 0.09
H 0.805 -0.130 -3.950 0.31 -1.78 -0.69 0.07
O -3.430 -2.938 -3.254 0.40 -2.56 -2.54 -0.03
O -3.545 4.931 5.048 1.43 -0.53 0.21 0.10
H -1.640 1.168 -2.018 -0.37 -0.16 -1.67 0.11
C -0.724 -0.298 0.712 0.06 -0.99 -0.05 -0.20
H 6.302 -5.157 3.734 -0.37 1.17 -1.50 -0.06
H 5.758 -2.639 1.978 -0.13 0.13 0.03 0.07
C 0.039 2.839 -3.867 -2.30 -0.05 0.51 0.00
H 3.256 2.123 6.201 0.77 0.40 -1.55 0.10
C 0.063 -2.311 -3.921 0.67 -0.04 -2.19 -0.12
H -2.014 0.448 3.818 1.44 -0.34 -1.10 0.01
C -4.551 4.438 4.167 -0.89 0.28 -0.46 -0.10
H -2.272 -1.227 2.038 1.69 0.50 0.25 0.04
Na -0.006 2.851 4.960 -1.05 0.28 0.80 0.52
C -1.026 0.197 3.305 0.96 0.23 -0.39 -0.37
H -0.594 -1.883 2.388 -0.82 1.56 -0.41 0.10
H -1.744 -2.111 -0.123 0.53 1.26 -0.89 0.12
C 0.036 -0.228 4.431 0.17 -0.05 0.06 -0.24
H -1.014 0.815 0.634 0.68 -1.58 0.22 0.10
H -2.017 3.601 -4.032 0.52 -1.92 -0.29 0.09
H 0.411 -0.460 0.637 -1.47 0.71 -0.15 0.11
H -2.201 0.476 -4.981 0.01 -0.08 0.87 0.12
H 0.499 0.218 -6.249 0.56 -1.78 0.20 0.03
H 1.348 1.068 5.743 0.10 -0.18 -1.63 0.11
H -0.593 1.143 2.772 -0.46 -1.06 0.67 0.09
C -1.380 2.721 -3.683 2.92 -0.09 -0.29 -0.13
C -2.022 -1.056 -3.562 1.60 -0.44 0.54 -0.19
H -3.165 1.577 -2.978 1.37 -0.45 -0.01 0.10
C 1.240 0.853 4.609 0.17 -1.26 -0.30 -0.24
H -5.039 1.632 -6.324 -0.17 0.15 -0.02 0.08
H -5.544 4.569 4.598 0.24 0.10 0.11 0.15
H 0.678 -3.157 -3.463 -1.00 1.20 -0.41 0.16
O -5.890 3.873 -6.368 -0.46 -0.40 0.04 0.07
O -1.381 4.344 5.403 -0.88 0.19 -0.25 0.08
N -0.971 -1.853 -2.941 -1.47 1.39 -0.04 -0.09
Cl -2.564 -1.653 4.322 -1.41 -1.37 1.82 -0.18
C 1.023 -1.145 -4.462 0.67 0.88 -0.51 -0.27
H 2.396 0.103 2.852 0.35 -0.08 1.64 0.14
H 0.776 2.485 -3.066 -1.07 -0.56 -1.73 0.08
H 6.619 -1.381 2.900 -0.10 -0.10 0.12 0.07
I 2.822 -1.012 -7.033 -0.79 0.10 0.20 0.70
C 3.936 0.992 4.290 -0.25 -0.18 -0.04 -0.20
H 0.499 3.325 -4.809 -0.96 0.04 2.10 0.08
C 3.749 2.320 5.186 0.42 -0.24 -0.49 -0.15
S -4.608 -0.789 -4.390 0.21 -0.38 -0.42 0.88
H -0.510 -2.752 -4.827 0.92 0.42 1.49 0.13
C 0.872 -0.857 -6.058 -0.91 -0.08 0.78 -0.65
C 2.572 0.172 3.983 -0.53 0.75 0.64 -0.16
H 0.172 -1.623 -6.564 1.20 1.28 0.70 0.04
C -2.043 1.370 -3.066 0.07 2.98 0.42 -0.20
F 2.658 -0.052 -2.012 1.40 -0.15 0.83 -0.23
F 5.356 0.944 -1.628 -1.07 -1.17 0.46 -0.27
H 7.341 -3.000 2.733 0.01 0.02 0.08 0.07
N -6.684 2.947 -6.333 -0.13 0.48 0.00 -0.44
H -0.431 -0.442 5.464 0.43 0.42 -1.82 0.09
H -2.375 -0.523 -0.803 1.20 -0.80 0.21 0.10
H 0.480 -1.890 -1.339 -1.18 1.13 -1.14 0.16
Al 4.315 -0.494 -1.535 0.37 -0.85 -1.47 0.04
C 5.332 -4.678 3.872 -2.41 3.71 -4.83 -0.70
H 2.142 -1.365 -4.259 -1.80 -0.16 -0.08 0.06
H -6.497 1.048 -7.188 -0.08 0.03 0.16 0.11
H -4.497 4.992 3.225 0.06 0.00 0.11 0.14
H -4.442 2.604 3.024 0.28 -0.06 0.13 0.15
H 3.099 3.062 4.586 0.08 -2.48 1.73 -0.02
C -3.287 -3.811 -4.408 0.26 -0.41 -2.89 -0.19
C -1.176 -0.926 2.137 -0.59 1.33 -1.01 -0.31
C -0.356 -1.208 -1.747 -0.54 0.48 1.83 -0.16
O 4.231 -2.304 4.373 0.71 -0.66 0.23 -0.51
H 4.753 -4.728 2.949 0.01 0.30 -0.23 0.11
C 6.405 -2.448 2.837 0.01 -0.19 -0.11 -0.21
N -3.168 -4.357 -5.483 -0.65 2.74 5.33 0.19
H 0.964 1.838 4.044 1.66 -2.66 -0.10 0.05
F 3.834 -2.909 -4.212 -0.88 -0.34 -0.71 -0.60
H -4.632 2.360 4.774 0.15 0.00 -0.07 0.15
C -1.418 -1.089 -0.521 0.63 0.28 0.41 -0.18
O -2.771 3.009 4.192 1.11 1.19 0.84 0.06
C -6.126 1.570 -6.307 0.27 -0.21 -0.08 0.00
F -2.220 -6.629 -4.770 -0.13 0.20 0.18 -0.85
S 5.573 -2.953 4.358 -0.24 0.95 -0.38 0.83
H 4.790 -5.190 4.668 -3.57 5.07 -4.95 -0.28
H -6.471 1.094 -5.389 -0.15 0.05 -0.15 0.07
N -1.775 0.297 -4.059 -0.99 -2.37 1.15 0.05
C -4.181 2.996 4.008 -1.01 -0.81 -0.33 -0.09
N -3.240 -1.650 -3.673 1.36 2.13 -1.48 -0.36
H 0.075 -0.169 -1.989 -0.33 -1.64 0.44 0.10
Na 3.629 4.492 3.875 0.73 1.53 -0.98 0.69
Cs 5.850 -6.161 5.497 6.06 -10.47 11.19 1.62
F 4.937 -1.755 -2.617 -0.18 2.27 2.48 -0.25
C -2.472 4.116 4.923 -1.06 0.17 -0.17 -0.50
H 2.638 -0.892 4.425 -0.08 1.99 -0.86 0.09
H 4.392 1.288 3.282 -0.38 -0.42 1.48 0.12
H -4.461 -0.871 -5.791 0.44 -0.47 1.40 -0.06
O -7.900 3.049 -6.317 0.67 -0.02 0.00 0.07
H 4.651 0.291 4.843 -0.89 1.10 -0.87 0.10
```
Positions in Å, forces in eV/Å.

**Total charge**: 0
**Spin multiplicity**: 1
**Frontier orbital gap**: 0.040 Eh
**E_LUMO**: -3.431 eV
**E_HOMO**: -4.520 eV